No. 1
Here is an isolated molecule of C3H6Cl2 from the Open Molecules 2025 dataset. Energies are from wB97M-V/def2-TZVPD.

Each line ends with the Löwdin charge.
Geometry (Å):
Cl1 -0.21455 -1.76243 -1.56564  0.5639
Cl2 -0.31718 -1.92916 1.26868  0.5930
C1 1.11477 0.72931 0.19566  -0.1024
C2 -0.36866 0.39858 -0.14568  -0.3916
C3 -0.87543 -0.99151 -0.11358  -1.1038
H1 -0.93451 0.85705 0.54734  0.0559
H2 -0.82662 0.96921 -0.99584  0.1304
H3 -1.91110 -1.16977 -0.22600  0.0414
H4 1.02511 1.88222 0.26622  0.1013
H5 1.31391 0.59757 1.20533  0.0208
H6 1.99425 0.41893 -0.43649  0.0910

Values from the calculation:
Total charge ... 0
Orbital gap ... 11.541 eV
ΔE to the lowest compared entry with this formula, charge and spin ... 97.90 kJ/mol
HOMO ... -0.3920 hartree


No. 2
Here is an isolated molecule of C2H6N4 from the Open Molecules 2025 dataset. Energies are from wB97M-V/def2-TZVPD.

Each line ends with the Löwdin charge.
Geometry (Å):
N1 0.21058 -1.01714 0.07562  -0.0595
N2 0.85561 0.79392 0.83269  0.1272
N3 -1.28434 1.87935 0.84242  0.1372
N4 -0.74585 -0.16554 -0.29926  0.0000
C1 -0.44192 0.86307 0.49005  -0.5783
C2 0.75305 -1.75377 -1.05820  -0.1103
H1 1.11514 -1.09159 -1.84831  0.0776
H2 1.01486 0.55908 1.81944  0.0668
H3 -0.84448 2.76724 1.03263  0.0933
H4 -0.05557 -2.37226 -1.46468  0.0822
H5 -2.12143 1.95287 0.28464  0.0956
H6 1.54435 -2.41523 -0.70704  0.0683

Values from the calculation:
Total charge ... 0
Orbital gap (alpha / beta) ... 7.665 / 8.177 eV
ΔE to the lowest compared entry with this formula, charge and spin ... 420.94 kJ/mol
HOMO (alpha / beta) ... -0.2905 / -0.3063 hartree


No. 3
Here is a cluster of 3 separate species, C21H48N4OPS in total from the Open Molecules 2025 dataset. Energies are from wB97M-V/def2-TZVPD.

Each line ends with the Löwdin charge.
Geometry (Å):
S1 2.72030 0.01961 -3.56149  -0.0459
P1 0.80795 0.24195 -4.03066  0.2538
O1 -3.42042 -0.62218 -2.61041  0.0424
N1 -1.66027 -0.57937 -4.10815  -0.2003
N2 2.04325 1.95376 3.03303  0.0800
N3 1.48498 1.93005 0.78429  0.1324
N4 0.32650 0.48941 2.26492  0.0339
C1 0.75707 -5.51338 -3.45217  -0.1060
C2 -1.49993 7.36917 3.94419  -0.2745
C3 -1.89190 3.64982 3.84387  -0.1080
C4 -2.40356 1.48895 -2.93623  -0.0164
C5 1.32290 1.46421 2.09043  -0.5783
C6 -0.61613 -0.82845 0.32369  -0.1845
C7 3.52798 -6.86845 0.16169  -0.1184
C8 -0.01091 5.30579 4.34240  -0.2256
C9 0.69609 -6.40874 -1.07127  -0.2306
C10 0.03002 -0.47859 -1.02540  -0.2499
C11 -0.89047 6.39836 4.95448  -0.2332
C12 -0.45959 8.15040 3.14772  -0.1140
C13 1.59699 -5.32303 -0.47843  -0.2251
C14 -0.24377 -1.49280 -2.14968  -0.2637
C15 0.95872 -6.72207 -2.54446  -0.2745
C16 -0.70252 4.43388 3.29767  -0.2628
C17 -2.31445 -1.54055 -4.99995  -0.0923
C18 -0.77068 0.36796 1.27718  -0.2102
C19 -2.53318 -0.00646 -3.17091  -0.5152
C20 3.09427 -5.60660 -0.57880  -0.2664
C21 -0.31470 -1.01621 -3.59895  -0.4996
H1 0.03618 3.73613 2.89873  0.0769
H2 0.90845 -5.77033 -4.50136  0.0679
H3 1.38448 -4.36767 -0.96410  0.0914
H4 1.45111 -4.70834 -3.20951  0.0681
H5 -1.02719 5.04549 2.45094  0.1020
H6 0.36971 1.53816 -3.63185  -0.0592
H7 2.30653 2.52218 0.76369  0.0920
H8 3.38989 -5.67929 -1.62871  0.0993
H9 4.60809 -7.01087 0.09736  0.0645
H10 0.19424 8.71746 3.81453  0.0724
H11 -0.34385 -6.08559 -0.96115  0.1086
H12 -3.41374 1.87534 -2.76598  0.0775
H13 0.87764 5.75587 3.89285  0.1031
H14 -1.70457 0.27307 1.84063  0.1084
H15 1.33134 -5.18845 0.57556  0.1083
H16 0.64220 0.39664 -5.41609  -0.0447
H17 -2.15336 6.82737 3.25518  0.0972
H18 1.57926 1.20472 0.08171  0.0681
H19 -2.67786 -1.04259 -5.91014  0.0681
H20 1.76971 1.56332 3.93224  0.0255
H21 -1.94163 1.97929 -3.78966  0.0620
H22 0.35864 4.66401 5.14854  0.1087
H23 -2.32291 3.00860 3.07297  0.0635
H24 0.78928 -7.32927 -0.48612  0.0960
H25 -1.60881 -1.25900 0.13892  0.1051
H26 -2.14268 8.07278 4.48104  0.1005
H27 0.28628 -7.52831 -2.85252  0.0990
H28 -0.84054 1.30161 0.70563  0.1011
H29 -1.82157 1.70314 -2.03845  0.0591
H30 1.97397 -7.11095 -2.67083  0.0945
H31 -0.05893 0.62845 3.18897  0.1048
H32 3.05437 -7.76117 -0.25074  0.0610
H33 -0.29060 6.96700 5.67324  0.1059
H34 -0.00518 -1.58022 0.83743  0.1093
H35 -0.25382 -5.11466 -3.34699  0.0766
H36 -1.69651 5.93888 5.53393  0.0982
H37 -0.93573 8.85719 2.46656  0.0664
H38 1.11968 -0.44573 -0.88976  0.0774
H39 -2.68661 4.30671 4.20326  0.0620
H40 0.58327 -2.21964 -2.12474  0.0766
H41 -3.16834 -2.03449 -4.52169  0.0681
H42 0.16723 7.48952 2.54811  0.0664
H43 -1.14876 -2.07692 -1.92552  0.1017
H44 3.26201 -6.80820 1.21986  0.0712
H45 -0.31497 0.51767 -1.31095  0.0736
H46 3.63597 -4.74855 -0.17357  0.1061
H47 -1.57080 -2.28882 -5.27750  0.0707
H48 -1.58512 3.01199 4.67748  0.0721

Values from the calculation:
Total charge ... -1
Orbital gap ... 6.008 eV
HOMO ... -0.1268 hartree


No. 4
Here is a structure of composition C34H36AsBrCl2CuN3O4 from the Open Molecules 2025 dataset. Energies are from wB97M-V/def2-TZVPD.

Each line ends with the Löwdin charge.
Geometry (Å):
Br1 -2.35107 -4.89920 4.63423  0.7959
As1 0.21109 0.46053 -1.78246  1.2894
Cu1 -1.68210 -0.31018 -0.48972  0.5727
Cl1 -1.02844 4.41383 5.03627  0.6913
Cl2 1.83146 3.92574 0.51740  0.8242
O1 -2.40729 1.34826 -0.21788  -0.1336
O2 -1.31133 -2.28524 -0.71245  -0.1489
O3 -0.84635 1.14941 1.23807  0.0321
O4 -2.91748 -1.13186 1.04026  -0.1212
N1 0.57168 -4.15227 -1.24228  0.2153
N2 0.65070 -5.78644 0.16134  0.2066
N3 -0.31226 5.18762 2.31249  0.0607
C1 1.88548 0.32376 -0.79124  -0.3995
C2 -1.76537 1.80861 0.78145  -0.6913
C3 -0.92637 5.21882 1.03470  -0.2403
C4 0.05566 -4.63040 -0.09076  -0.1769
C5 3.16578 -6.16103 -3.05046  -0.0389
C6 -1.60925 -2.93303 0.39522  -0.2259
C7 1.49700 -5.02935 -1.75930  -0.1626
C8 -3.47466 -0.14587 1.97269  0.0237
C9 -2.63495 -2.83143 2.65304  -0.0248
C10 1.58566 -6.07513 -0.88916  -0.1371
C11 2.31265 -5.08718 -2.89769  0.0072
C12 -1.13979 6.43144 -1.06977  -0.0676
C13 2.45615 -7.16193 -0.96429  -0.0048
C14 2.02983 -0.97946 -3.82798  -0.1516
C15 -1.15688 -4.64069 2.11109  -0.0803
C16 2.13995 -0.99358 -0.08338  -0.1449
C17 2.41130 2.65777 2.74273  -0.1195
C18 -0.66650 6.30569 0.20952  -0.0383
C19 0.34034 3.73089 4.11703  -0.5389
C20 0.11583 2.34328 -2.20123  -0.3997
C21 -1.06234 2.62440 -3.17132  -0.1422
C22 -1.83120 4.25828 0.55699  -0.1688
C23 0.49782 4.18845 2.84038  -0.3093
C24 -2.23451 3.10196 1.37366  -0.0360
C25 0.61750 -0.43311 -3.52976  -0.3618
C26 -2.07490 5.49561 -1.52734  -0.0613
C27 3.25179 -7.15872 -2.03961  -0.0678
C28 1.62281 3.61798 2.15255  -0.5985
C29 -2.01375 -4.04497 2.99887  -0.7026
C30 1.22205 2.85281 4.73984  -0.1067
C31 -2.44489 -2.30080 1.40538  -0.2238
C32 -0.91007 -4.09356 0.79901  -0.0632
C33 2.26540 2.31403 4.07237  -0.0830
C34 -2.47861 4.46081 -0.66318  -0.0267
H1 2.36256 -1.76293 -3.16717  0.0394
H2 -2.71263 0.30929 2.56727  0.1006
H3 -0.86050 5.59507 3.05047  0.0786
H4 0.12946 -6.47580 0.63677  0.1573
H5 -0.65993 7.11286 -1.68659  0.0875
H6 -0.95709 1.88328 -4.02035  0.0680
H7 2.46801 -7.91367 -0.16263  0.1365
H8 -3.33843 3.00644 1.46347  0.1530
H9 1.53641 -1.80276 -0.54687  0.0435
H10 3.19353 -1.28221 -0.10182  0.0823
H11 0.39200 0.36288 -4.23968  0.0436
H12 -0.07301 2.80733 -1.21717  0.0219
H13 1.09062 2.78092 -2.49353  0.0898
H14 -2.53467 5.73025 -2.51183  0.1202
H15 -0.06783 -1.26189 -3.79905  0.0745
H16 3.18580 2.27375 2.14824  0.0873
H17 -0.70674 -5.57036 2.47718  0.1003
H18 -2.00726 2.43363 -2.71411  0.0413
H19 1.91629 -0.85875 0.92779  0.0520
H20 2.96062 1.56202 4.44306  0.1184
H21 1.87460 1.12083 -0.04711  0.0259
H22 -3.74481 0.57254 1.22153  0.0770
H23 0.06255 6.96108 0.69945  0.1272
H24 1.03250 2.66523 5.79240  0.1114
H25 3.97075 -7.91988 -2.22449  0.1078
H26 -1.91246 3.24450 2.39262  0.1055
H27 2.81304 -0.24958 -3.85673  0.0632
H28 -3.13688 3.65825 -0.91649  0.1045
H29 3.75793 -6.20766 -3.91780  0.0990
H30 -1.05602 3.67665 -3.48747  0.0730
H31 -4.40958 -0.54794 2.48656  0.1403
H32 1.93567 -1.47780 -4.80181  0.0790
H33 2.79858 0.58474 -1.40007  0.0968
H34 2.26820 -4.33703 -3.68378  0.1110
H35 -3.34766 -2.38794 3.38000  0.1272
H36 0.31883 -3.23987 -1.58560  0.1344

Values from the calculation:
Total charge ... +1
Orbital gap (alpha / beta) ... 7.230 / 6.651 eV
ΔE to the lowest compared entry with this formula, charge and spin ... 70.80 kJ/mol
HOMO (alpha / beta) ... -0.3770 / -0.3770 hartree
2S+1 ... 2


What is the formula in the third record? C21H48N4OPS